Entry 1:
DFT (ωB97M-V with the def2-TZVPD basis set) results for 2 unconnected molecules or ions with the total composition C6H10N4O2 in a non-equilibrium geometry.

Last column: Löwdin charge in e.
CARTESIAN COORDINATES (ANGSTROEM)
C  -1.540  0.574  -0.347  -0.4345
C  -1.602  0.278  1.077  -0.0093
C  -2.420  -0.769  1.217  -0.0857
C  1.830  -0.984  -0.052  -0.5828
C  1.540  1.186  1.013  -0.1024
C  1.516  1.423  -0.449  -0.1197
H  -1.063  1.445  -1.973  0.0913
H  -1.080  0.829  1.874  0.1128
H  -2.730  -1.311  2.101  0.1250
H  -2.841  -2.108  -0.285  0.1431
H  0.771  -1.355  -1.757  0.0955
H  2.005  -2.500  -1.379  0.1044
H  0.795  1.666  1.648  0.0930
H  2.505  0.971  1.489  0.1146
H  0.800  2.069  -0.882  0.0495
H  2.474  1.384  -0.974  0.1209
N  -0.902  1.494  -0.956  0.1018
N  -2.993  -1.134  -0.006  0.0162
N  1.629  -1.571  -1.274  0.1693
N  1.039  0.167  0.120  -0.0583
O  -2.339  -0.348  -0.989  -0.0059
O  2.607  -1.408  0.782  0.0612

Cartesian forces (eV/Å) of the 3 atoms listed first:
0.20 0.91 -0.37
-0.05 0.15 0.70
0.02 0.15 -0.08

Its LUMO energy is 0.61 eV.



Entry 2:
DFT (ωB97M-V with the def2-TZVPD basis set) results for a molecular structure, CH2Br2CrF5N2O6Te in a non-equilibrium geometry.

Last column: Mulliken spin population.
CARTESIAN COORDINATES (ANGSTROEM)
Cr  0.201  -0.467  -0.031  3.1025
Br  1.930  -0.625  1.856  -0.0109
C  3.725  -0.107  1.236  0.0032
Br  3.802  0.535  -0.549  0.0020
H  4.321  -1.004  1.329  -0.0008
H  4.029  0.676  1.918  -0.0012
O  1.249  -1.486  -1.410  -0.0415
N  0.830  -2.623  -1.030  0.0144
O  0.153  -2.506  0.016  -0.0258
F  -2.149  2.091  -0.255  0.0034
Te  -2.637  0.354  0.340  0.0090
F  -3.825  0.512  -1.056  0.0006
F  -3.868  -0.752  1.209  0.0010
F  -3.467  1.495  1.572  0.0008
F  -2.265  -1.369  -0.393  0.0098
O  -1.080  0.145  1.293  -0.0057
O  0.552  1.405  -0.554  -0.0361
N  -0.234  1.354  -1.557  -0.0164
O  -0.316  2.144  -2.410  0.0151
O  -0.952  0.227  -1.524  -0.0234

Cartesian forces (eV/Å) of the 3 atoms listed first:
-0.02 -0.37 0.25
0.13 0.06 0.17
-0.06 -0.03 0.00

Its spin multiplicity is 4. Its LUMO energy (spin up / spin down) is -2.00 / -1.72 eV.



Entry 3:
DFT (ωB97M-V with the def2-TZVPD basis set) results for a molecular structure, C33H29BrGeN5O2S2W.

Last column: Mulliken spin population.
CARTESIAN COORDINATES (ANGSTROEM)
W  0.090  0.084  -0.529  0.9984
C  -1.716  -0.582  4.499  -0.0004
C  -0.383  -0.749  3.881  0.0011
N  0.711  -1.095  4.478  0.0017
N  1.663  -1.098  3.502  -0.0023
C  1.194  -0.767  2.313  0.0080
S  2.019  -0.689  0.807  -0.0229
N  -0.118  -0.539  2.536  0.0013
N  -1.010  -0.130  1.536  0.0060
H  -1.645  -0.839  5.552  0.0000
H  -2.453  -1.236  4.030  0.0000
H  -2.053  0.453  4.414  0.0000
H  2.615  -1.342  3.735  0.0001
H  -1.482  0.723  1.846  0.0047
H  -1.694  -0.878  1.408  0.0061
O  -3.575  0.467  -2.261  0.0384
C  -2.770  -0.306  -1.863  -0.0065
O  -1.555  0.206  -1.377  0.0407
C  -2.862  -1.773  -1.785  0.0051
C  -4.021  -2.309  -2.355  0.0020
C  -4.251  -3.670  -2.358  0.0025
C  -3.321  -4.516  -1.771  -0.0024
C  -2.177  -4.000  -1.185  0.0103
C  -1.924  -2.629  -1.189  -0.0092
S  -0.378  -2.250  -0.371  -0.0153
H  -4.732  -1.627  -2.802  0.0007
H  -5.147  -4.068  -2.812  0.0001
H  -3.484  -5.585  -1.762  -0.0001
H  -1.465  -4.669  -0.720  0.0005
Br  3.361  1.211  -6.292  0.0007
C  2.442  0.860  -4.722  0.0021
C  1.273  1.552  -4.421  0.0007
C  0.631  1.279  -3.240  -0.0113
N  1.098  0.370  -2.355  0.0050
C  2.225  -0.312  -2.665  -0.0035
C  2.917  -0.099  -3.830  -0.0076
H  0.870  2.295  -5.095  0.0011
H  -0.278  1.799  -2.967  0.0052
H  2.557  -1.053  -1.951  -0.0030
H  3.812  -0.666  -4.039  -0.0001
C  1.903  2.509  5.241  -0.0030
C  0.556  2.566  4.905  0.0012
C  0.176  2.515  3.573  -0.0006
C  1.126  2.398  2.554  -0.0027
C  2.476  2.369  2.906  -0.0045
C  2.860  2.423  4.240  0.0022
Ge  0.516  2.371  0.711  -0.0194
C  1.840  3.009  -0.576  -0.0110
C  3.135  2.491  -0.670  -0.0020
C  4.029  2.994  -1.604  0.0040
C  3.640  4.017  -2.460  -0.0060
C  2.354  4.535  -2.381  0.0023
C  1.456  4.028  -1.452  -0.0070
C  -1.090  3.465  0.661  -0.0122
C  -0.951  4.797  1.066  -0.0018
C  -2.051  5.636  1.123  -0.0014
C  -3.313  5.157  0.788  0.0005
C  -3.469  3.838  0.392  -0.0001
C  -2.361  3.000  0.328  0.0032
H  2.205  2.561  6.278  -0.0001
H  -0.191  2.679  5.681  0.0001
H  -0.876  2.642  3.323  0.0000
H  3.243  2.328  2.143  -0.0002
H  3.912  2.416  4.498  0.0000
H  3.463  1.694  -0.013  -0.0022
H  5.035  2.597  -1.657  -0.0001
H  4.342  4.417  -3.180  0.0000
H  2.053  5.343  -3.036  -0.0002
H  0.458  4.449  -1.399  -0.0011
H  0.022  5.189  1.346  0.0006
H  -1.929  6.665  1.434  -0.0002
H  -4.171  5.813  0.833  0.0001
H  -4.446  3.463  0.118  0.0000
H  -2.512  1.986  -0.026  0.0041

Cartesian forces (eV/Å) of the 3 atoms listed first:
0.07 -0.42 -0.06
0.01 -0.01 0.00
-0.03 0.00 0.02

Its spin multiplicity is 2. Its LUMO energy (spin up / spin down) is -7.60 / -7.22 eV. As for the total charge: +2.



no.,energy (eV)
1,-16436.259
2,-205716.033
3,-196278.273